Run one
Entry from the Open Molecules 2025 dataset: a cluster of 2 separate species, C6H9O2 in total (ωB97M-V with the def2-TZVPD basis set).

As for the charge: -1. The spin multiplicity is 1. For the HOMO-LUMO gap, the calculation gives 0.1409 hartree. The value obtained for the HOMO energy is -2.79 eV.

Element x y z (Å)
H1 1.0476 -0.0730 -1.4747
H2 -1.2352 -1.5075 -1.1370
C1 0.0653 0.2210 -1.0140
H3 1.3195 1.7338 0.9042
H4 -1.3476 -0.6809 0.3185
O1 1.2345 -3.0047 2.2191
C2 -0.6129 -1.0680 -0.3690
H5 0.3812 1.0533 -0.2276
H6 -2.0284 3.0330 -1.5751
O2 1.1335 -0.7048 2.2304
C3 -1.4229 2.2566 -1.1463
C4 0.2223 -2.0504 0.4873
H7 0.2920 -3.0836 0.0668
C5 0.9711 -1.8693 1.6905
H8 -1.0693 2.4922 -0.1166
H9 1.9674 2.1271 0.8795
C6 -0.9180 1.1250 -1.7360

Run two
Entry from the Open Molecules 2025 dataset: a cluster of 2 separate species, C6H9O2 in total (ωB97M-V with the def2-TZVPD basis set).

As for the charge: -1. The spin multiplicity is 1. For the HOMO-LUMO gap, the calculation gives 0.1757 hartree. The value obtained for the HOMO energy is -3.57 eV.

Element x y z (Å)
H1 -0.9420 0.2166 -1.6324
H2 -0.2019 3.1660 0.0953
H3 -0.3960 -0.2711 -1.2176
H4 1.3308 0.3984 1.1451
H5 -0.2556 0.8288 0.8160
O1 -1.2844 -1.3294 2.1602
C1 0.4409 -0.6315 -0.5123
C2 0.6785 0.5845 0.3012
C3 1.2958 1.7194 -0.4823
H6 1.1590 3.8240 -0.7225
H7 -0.5590 -2.5838 -0.5571
C4 -0.1069 -1.9214 0.1030
H8 0.6041 -2.4721 0.7459
O2 -2.4780 -1.9531 0.3339
H9 1.3344 -0.8580 -1.1484
C5 0.7441 2.9511 -0.3712
C6 -1.3637 -1.6684 0.9432

Name the most stable of them. run one.

Run one
Entry from the Open Molecules 2025 dataset: a structure of composition C6H9O2 (ωB97M-V with the def2-TZVPD basis set).

As for the charge: -1. The spin multiplicity is 1. For the HOMO-LUMO gap, the calculation gives 0.1943 hartree. The value obtained for the HOMO energy is -2.59 eV.

Element x y z (Å)
O1 -1.8517 1.3031 1.8777
H1 0.3009 -2.6709 -2.6474
C1 0.6685 -0.9006 -1.4467
C2 0.4083 -2.2797 -1.6473
H2 -0.9552 -0.3362 -0.1293
C3 1.0924 -0.0150 -2.4154
H3 0.1523 -3.2566 1.2650
H4 0.4784 -3.9281 1.3839
H5 0.0670 -2.8393 -0.7866
C4 -0.6830 1.2217 1.4848
C5 -0.4377 0.7244 0.0345
H6 -0.2296 1.4623 -0.7252
C6 0.3841 -0.4699 -0.0564
H7 0.8793 -0.9260 0.7897
H8 1.2743 1.0027 -2.1072
H9 1.4664 -0.4406 -3.3287
O2 0.4033 1.4955 2.0410

Run two
Entry from the Open Molecules 2025 dataset: a cluster of 2 separate species, C6H9O2 in total (ωB97M-V with the def2-TZVPD basis set).

As for the charge: -1. The spin multiplicity is 1. For the HOMO-LUMO gap, the calculation gives 0.2580 hartree. The value obtained for the HOMO energy is -3.90 eV.

Element x y z (Å)
O1 -0.5308 -2.7587 2.2936
C1 -0.4651 -2.5473 1.0504
H1 0.9933 0.3653 1.1195
H2 -1.2079 -0.5789 1.5984
C2 0.2999 2.0681 -0.1015
H3 0.6500 3.6855 -1.5284
C3 0.9116 2.7409 -1.0703
H4 1.7472 2.3570 -1.6489
H5 1.7033 0.3960 -0.4352
O2 0.1145 -3.2206 0.1822
H6 0.3967 -1.3260 -0.7570
C4 0.7241 0.6219 0.0659
H7 -1.1608 1.4462 -0.0147
H8 -0.7433 -0.2010 -1.3433
C5 -0.2167 -0.5024 -0.4195
H9 -2.1136 -1.3706 0.3182
C6 -1.1021 -1.1753 0.6908

Name the most stable of them. run two.

Run one
Entry from the Open Molecules 2025 dataset: the molecule C16H18N2OS (ωB97M-V with the def2-TZVPD basis set).

The spin multiplicity is 1. The SMILES is S=C(NCc1ccco1)N[C@H]1CCCc2ccccc21. For the HOMO-LUMO gap, the calculation gives 0.3192 hartree. The value obtained for the HOMO energy is -8.09 eV.

Element x y z (Å)
H1 -1.7337 -3.9123 2.4611
H2 2.4654 -0.5607 -0.4747
C1 1.2644 1.2096 -0.6027
H3 -0.7629 3.9652 1.1390
C2 2.7212 1.7893 -2.8856
C3 -1.9516 -3.2991 0.3860
H4 -0.5988 -3.2782 -1.2605
H5 0.9376 4.2921 0.8350
C4 -4.1209 -3.2389 0.3494
C5 1.7412 2.6663 -2.4520
C6 0.4358 1.0057 0.6449
C7 -3.7802 -3.6203 1.6087
H6 -0.6215 0.8835 0.3609
H7 -0.0791 4.2284 -1.3159
O1 -3.0229 -3.0360 -0.3998
H8 1.4714 0.0286 2.1976
C8 2.2541 0.3407 -1.0300
C9 1.0073 2.3826 -1.3122
N1 0.8254 -0.1352 1.4397
C10 -2.3644 -3.6568 1.6350
H9 3.2888 2.0146 -3.7762
C11 -0.5833 -3.1062 -0.1818
H10 1.5456 3.5763 -3.0010
S1 1.2144 -2.5785 2.2103
H11 0.1127 -3.7967 0.3008
C12 2.9781 0.6302 -2.1748
C13 -0.0621 3.2815 -0.7751
H12 -0.5225 -1.0255 -0.4695
H13 -1.0358 2.8020 -0.9193
H14 -0.0676 2.1619 2.3910
C14 0.5530 2.2761 1.5012
C15 0.6011 -1.4411 1.1746
H15 1.5921 2.3559 1.8278
H16 -5.0706 -3.0832 -0.1229
N2 -0.0863 -1.7658 0.0587
H17 3.7470 -0.0506 -2.5074
H18 -4.4457 -3.8483 2.4156
C16 0.1531 3.5428 0.7238

Run two
Entry from the Open Molecules 2025 dataset: the molecule C16H18N2OS (ωB97M-V with the def2-TZVPD basis set).

The spin multiplicity is 1. The SMILES is C=CCN(CC=C)C(=S)NC(=O)/C=C/c1ccccc1. For the HOMO-LUMO gap, the calculation gives 0.2888 hartree. The value obtained for the HOMO energy is -8.19 eV.

Element x y z (Å)
H1 0.3530 -4.5752 1.6139
H2 -0.0103 -2.5467 0.5247
C1 -1.0514 2.7239 -3.3584
H3 2.0582 -2.3121 5.6425
H4 1.9573 -4.7747 5.5635
H5 3.5447 0.4548 -0.7708
H6 1.3149 -0.9824 3.7283
H7 -0.2762 1.7724 0.8738
C2 1.6838 -2.8082 4.7590
H8 -3.7649 2.9214 -3.5983
H9 0.9876 1.3761 -3.7078
H10 0.3813 0.0766 -2.6591
C3 0.7747 -2.6819 2.5264
C4 -3.3370 2.0493 -4.0643
H11 2.1585 2.3154 -1.5454
S1 -1.7204 3.4222 -0.5044
N1 -0.3622 2.0159 -2.2943
C5 0.3156 -1.9463 1.3665
H12 0.5346 0.0745 1.9915
C6 -0.2430 -0.0469 -0.0470
H13 -1.5673 3.5810 -2.9209
H14 -1.6211 0.9333 -4.4978
C7 2.6695 0.2924 -1.3759
N2 -0.2574 1.3361 -0.0405
C8 0.7144 1.1203 -2.6791
C9 1.9204 1.2910 -1.8030
C10 0.2407 -0.6169 1.2168
C11 1.2629 -2.0589 3.6785
C12 0.7276 -4.0791 2.4976
H15 1.1034 -5.9042 3.5414
C13 1.6279 -4.1927 4.7157
H16 2.4369 -0.7311 -1.6184
C14 1.1484 -4.8258 3.5804
C15 -2.0387 1.8200 -4.0400
C16 -0.7517 2.1857 -1.0269
H17 -4.0248 1.3786 -4.5502
O1 -0.5937 -0.7100 -1.0021
H18 -0.3059 3.0862 -4.0745

Name the most stable of them. run one.

Run one
Entry from the Open Molecules 2025 dataset: a cluster of 2 separate species, C9H11O3 in total (ωB97M-V with the def2-TZVPD basis set).

As for the charge: -1. The spin multiplicity is 1. For the HOMO-LUMO gap, the calculation gives 0.2665 hartree. The value obtained for the HOMO energy is -3.79 eV.

Element x y z (Å)
C1 1.6464 -0.2037 0.4992
H1 4.2272 -0.5943 0.3479
H2 2.1121 -0.7713 1.3051
O1 -1.5182 1.0328 -0.7815
C2 0.7084 1.3666 -1.4563
C3 0.2718 -0.0933 0.4533
H3 -2.5448 0.9608 0.0726
H4 2.6713 1.5691 -2.2041
O2 -3.5197 0.7288 0.6051
H5 0.2736 2.0703 -2.1570
C4 4.1159 0.1635 -0.3311
C5 -3.3594 -1.6838 0.9936
C6 2.5427 0.2840 -0.4575
C7 2.0946 1.1994 -1.4089
H6 -4.0080 -2.4241 0.5088
H7 -2.4381 -1.7481 0.3773
C8 -4.0311 -0.3741 1.0590
C9 -0.2979 0.8149 -0.5493
H8 4.6782 1.0704 -0.2381
O3 -5.0603 -0.2053 1.7372
H9 -0.1954 -0.8894 1.0016
H10 -2.8841 -2.0438 1.9082
H11 4.5151 -0.2294 -1.2851

Run two
Entry from the Open Molecules 2025 dataset: a cluster of 2 separate species, C9H11O3 in total (ωB97M-V with the def2-TZVPD basis set).

As for the charge: -1. The spin multiplicity is 1. For the HOMO-LUMO gap, the calculation gives 0.2633 hartree. The value obtained for the HOMO energy is -4.12 eV.

Element x y z (Å)
C1 -2.4081 -1.1186 1.7487
H1 3.0988 2.4045 -2.8404
H2 1.5839 0.1716 -0.5472
C2 -0.3541 -2.0006 1.1185
O1 0.0366 2.1264 -1.6446
O2 1.8240 3.2923 -0.9652
C3 1.4485 -0.7467 0.0025
H3 2.2286 -0.7485 0.7672
H4 -2.6526 0.9637 1.4267
C4 -0.8316 0.2596 0.5194
O3 -3.7038 -1.1830 2.3344
C5 1.2232 2.5228 -1.7626
H5 1.7737 1.8539 -3.8029
H6 0.3397 -2.8228 1.0985
C6 -2.0135 0.1122 1.2509
H7 -0.7572 1.1762 -0.0698
C7 -1.6317 -2.2459 1.6248
H8 2.4261 0.8582 -2.3773
H9 -3.5255 -1.2387 3.2640
H10 -1.9898 -3.2351 1.8120
H11 1.6351 -1.4582 -0.7975
C8 0.0823 -0.7781 0.6210
C9 2.1673 1.8348 -2.7811

Name the most stable of them. run two.